(1)
Formula: C8H12MoN4OSe3Te
Source: OMol25
Level of theory: ωB97M-V/def2-TZVPD

```
30
Properties=species:S:1:pos:R:3:forces:R:3
Mo 1.4751 -0.2599 1.0160 -0.2 0.6 -1.3
Se 1.6324 0.0120 3.2455 0.5 -0.1 1.1
Se 3.7400 -0.4823 4.2850 -1.1 0.2 0.4
Te 5.3261 -0.6571 2.5028 0.2 -0.1 -1.1
Se 3.7331 -0.5635 0.4756 0.1 -0.5 0.7
N -2.3425 -1.9434 0.6267 0.1 0.0 0.0
C -1.7422 -3.1805 0.6886 0.0 0.0 0.1
C -0.4094 -2.9544 0.8255 0.0 0.0 -0.2
N -0.1949 -1.5944 0.8254 0.3 -0.4 0.2
C -1.3864 -1.0087 0.7138 0.1 0.1 0.0
C -1.4260 0.4398 0.7531 0.0 -0.1 -0.1
N -0.2704 1.0757 0.9026 0.0 0.1 0.3
C -0.5545 2.4187 0.9586 0.0 0.0 -0.1
C -1.8976 2.5858 0.8147 0.0 0.0 0.0
N -2.4334 1.3259 0.6888 0.0 0.0 0.0
H -3.3350 -1.7893 0.5345 0.0 0.0 0.0
H -2.3111 -4.0919 0.6342 0.0 0.0 0.0
H 0.3952 -3.6635 0.9094 0.0 0.0 0.0
H 0.2095 3.1651 1.0924 0.0 0.0 0.0
H -2.5115 3.4694 0.8011 0.0 0.0 0.0
H -3.4158 1.1252 0.5787 0.0 0.0 0.0
C 0.8302 0.7395 -3.5253 0.0 0.0 0.0
C 0.5382 1.0175 -2.0737 0.0 0.0 0.0
O 1.2830 0.0786 -1.2223 0.1 0.1 0.0
H 0.2619 1.4307 -4.1473 0.0 0.0 0.0
H 0.5479 -0.2763 -3.8014 0.0 0.0 0.0
H 1.8863 0.8965 -3.7542 0.0 0.0 0.0
H -0.5135 0.8659 -1.8387 0.0 0.0 0.0
H 0.8294 2.0270 -1.7850 0.0 0.0 0.0
H 2.0562 -0.2080 -1.7251 0.0 0.0 0.0
```
Positions in Å, forces in eV/Å.

Values from the calculation:
2S+1: 1
LUMO level (spin up / spin down): -8.74 / -8.30 eV
HOMO energy (spin up / spin down): -13.6892 / -13.6627 eV
Net charge: +2
Kohn-Sham gap (spin up / spin down): 4.9 / 5.4 eV

(2)
Formula: C8H12N
Source: OMol25
Level of theory: ωB97M-V/def2-TZVPD

```
21
Properties=species:S:1:pos:R:3:forces:R:3
C -0.6111 -2.1580 -0.7804 0.2 -0.6 -5.4
C -1.2921 -1.5767 0.1439 -0.6 1.5 1.4
C -1.3495 -0.0895 0.2737 -0.9 -0.7 0.4
C -2.4641 0.5532 0.6090 -2.2 0.6 1.6
C -0.1563 0.6408 0.0301 -0.6 1.7 -2.1
C -0.0915 2.0445 -0.4919 -1.7 -0.3 -1.4
N 0.9444 0.0217 -0.0146 1.6 0.3 1.0
C 2.3104 0.3827 0.2040 -0.7 -0.3 3.6
C 1.6577 -0.9167 0.7568 1.9 0.1 -3.8
H -0.7272 -3.2458 -1.0768 0.5 1.4 0.8
H -0.3174 -1.4339 -1.6767 0.2 -1.9 1.9
H -1.8168 -2.1543 0.8455 -0.8 -0.5 1.1
H -2.6495 1.5960 0.9358 1.0 -0.4 -0.9
H -3.4154 0.0383 0.8434 0.8 -0.3 -0.4
H 0.7941 2.4310 -0.1154 1.4 1.4 1.1
H -1.0089 2.6157 -0.2292 0.9 -0.2 -0.4
H 0.1336 2.1013 -1.6202 -0.9 -0.5 1.5
H 2.4986 1.0198 1.0624 -0.3 0.8 -0.5
H 3.0660 0.4188 -0.5245 0.5 -0.5 -1.2
H 2.0054 -1.6385 0.0705 0.1 -1.6 -0.2
H 1.4038 -1.2640 1.6978 -0.4 0.2 1.9
```
Positions in Å, forces in eV/Å.

Values from the calculation:
2S+1: 1
SMILES: C=CC(=C)C(C)=[N+]1CC1
LUMO level: -4.88 eV
HOMO energy: -13.7074 eV
Net charge: +1
Kohn-Sham gap: 8.8 eV

ΔE to the lowest compared entry with this formula, charge and spin (computed, kcal/mol): 25.7; 41.6
Calculated total energy (computed, hartree): -8146.30461; -366.38846